(1)
Below is a cluster of 2 separate species, C2Br2F2O in total at a distorted geometry, with properties calculated with the ωB97M-V functional and the def2-TZVPD basis.

Each line ends with the Mulliken charge.
Geometry (Å):
C1 -2.40060 0.51525 1.47969  0.12
C2 0.90341 -0.11820 -0.58795  0.37
O1 -2.29857 -0.27080 0.66681  -0.10
F1 -0.26460 -0.74185 -0.50805  -0.10
F2 1.23189 0.16335 -1.85260  -0.13
Br1 2.18633 -1.20999 0.32678  -0.03
Br2 0.64214 1.66223 0.47532  -0.14

* LUMO energy: -0.411 eV
* HOMO level: -10.812 eV
* spin multiplicity: 1
* calculated total energy: -5499.1830 hartree
* energy above the lowest of the compared OMol25 structures with the same formula, charge and spin: 0.381 eV

=====

(2)
Below is a structure of composition C5H8N2, with properties calculated with the ωB97M-V functional and the def2-TZVPD basis.

Each line ends with the Mulliken charge.
Geometry (Å):
C1 2.68467 -0.37848 0.14548  -0.86
C2 0.53814 0.17382 0.20402  0.45
C3 -0.38229 -0.63656 -0.43339  -0.82
C4 -1.52073 0.18533 -0.20636  0.93
N1 -2.86283 -0.14544 -0.47954  -0.57
C5 -1.07474 1.37791 0.38316  -0.96
N2 0.29268 1.37789 0.55884  -0.56
H1 2.42507 -0.68476 1.15482  0.31
H2 2.94905 -1.24197 -0.46741  0.33
H3 3.46615 0.38336 0.17335  0.31
H4 -0.30619 -1.64796 -0.80136  0.34
H5 -3.45894 -0.03276 0.33137  0.24
H6 -2.96150 -1.08991 -0.82936  0.24
H7 -1.66641 2.21563 0.73246  0.41
H8 1.87788 0.14389 -0.46608  0.21

* LUMO energy: 0.156 eV
* HOMO level: -7.579 eV
* spin multiplicity: 1
* calculated total energy: -304.6683 hartree
* energy above the lowest of the compared OMol25 structures with the same formula, charge and spin: 4.549 eV

=====

(3)
Below is a cluster of 15 separate species, C44H125N7O23 in total at a distorted geometry, with properties calculated with the ωB97M-V functional and the def2-TZVPD basis.

Each line ends with the Mulliken charge.
Geometry (Å):
C1 -9.99878 19.47469 12.36921  -1.13
C2 -9.69800 18.54455 13.53789  1.67
C3 -8.24790 18.51543 13.97959  -1.53
O1 -7.42933 18.26525 12.83710  0.42
C4 -6.10288 17.85666 13.09019  -0.76
N1 -10.53711 18.94819 14.68727  -0.73
H1 -9.40434 19.26020 11.48444  -0.34
H2 -9.83729 20.51321 12.67459  0.53
H3 -11.06286 19.40944 12.14476  0.58
H4 -9.99567 17.52294 13.28769  -0.65
H5 -8.02994 17.72409 14.70542  0.53
H6 -7.96212 19.46897 14.44258  0.21
H7 -5.80962 17.98768 14.13557  0.60
H8 -5.41511 18.48854 12.52237  0.10
H9 -5.94191 16.82149 12.77664  -0.16
H10 -10.58646 19.96155 14.74869  0.30
H11 -10.07364 18.69094 15.55512  0.28
C5 0.46058 19.70263 10.66425  -1.54
C6 -0.62952 19.26575 11.62734  0.81
C7 -1.21198 17.88534 11.33474  0.39
O2 -2.15003 17.55126 12.34014  -0.34
C8 -2.52018 16.20181 12.33285  -0.61
N2 -0.14161 19.34223 13.00411  -0.79
H12 0.80868 20.70400 10.91248  0.33
H13 0.14304 19.68953 9.61791  0.18
H14 1.35427 19.06834 10.69493  0.44
H15 -1.38764 20.05119 11.52975  -0.07
H16 -0.40547 17.13886 11.33035  0.50
H17 -1.67349 17.86992 10.33939  -0.70
H18 -2.88953 15.89654 11.34360  -0.26
H19 -3.41347 16.07691 12.94607  0.35
H20 -1.71385 15.51763 12.61155  0.57
H21 0.49982 18.56624 13.14810  0.32
H22 -0.95133 19.18197 13.59379  0.31
C9 2.57380 13.94696 6.84679  -1.38
C10 1.21947 14.46950 6.33324  0.01
C11 0.37038 14.75048 7.57149  -0.43
O3 -0.91830 15.18352 7.15320  -0.43
C12 -1.88638 15.21160 8.16392  -0.17
N3 1.60319 15.67534 5.58583  -0.69
H23 3.07644 14.75778 7.36915  0.36
H24 3.11654 13.43488 6.05511  0.35
H25 2.46387 13.13461 7.57742  0.36
H26 0.76116 13.74236 5.66729  0.38
H27 0.74986 15.50722 8.26823  0.38
H28 0.24155 13.81645 8.13559  0.20
H29 -1.61745 15.85035 9.01371  0.13
H30 -1.97114 14.20305 8.59730  0.43
H31 -2.88678 15.46917 7.82533  -0.09
H32 1.90488 16.36539 6.27174  0.32
H33 0.82908 16.16955 5.14595  0.30
C13 -5.78549 10.75258 10.25229  -1.08
C14 -5.04794 10.73788 11.58233  0.16
C15 -4.15447 11.94651 11.74572  0.14
O4 -3.05735 11.80603 10.85031  -0.41
C16 -2.11149 12.79830 11.09868  -0.36
N4 -6.00622 10.57284 12.69494  -0.62
H34 -6.46606 9.91344 10.09161  0.54
H35 -5.08427 10.69082 9.41842  0.31
H36 -6.37654 11.66534 10.16390  -0.18
H37 -4.48878 9.79445 11.59360  0.37
H38 -3.72906 11.96455 12.75712  0.50
H39 -4.67474 12.88030 11.50532  -0.40
H40 -1.22960 12.68089 10.46513  0.34
H41 -1.61827 12.79560 12.08270  0.42
H42 -2.42689 13.83973 10.98674  -0.14
H43 -6.45065 9.66856 12.59439  0.26
H44 -5.52326 10.55218 13.58909  0.26
C17 -9.17574 24.09135 8.04098  -1.07
C18 -10.57957 23.56526 8.27653  0.43
C19 -10.56684 22.26099 9.13208  -0.86
O5 -9.92419 21.13367 8.53566  0.16
C20 -10.56180 20.67085 7.36677  -0.51
N5 -11.39093 24.59742 8.92092  -0.71
H45 -8.40987 23.32733 7.88829  0.12
H46 -8.91209 24.62353 8.96297  0.31
H47 -9.03901 24.77759 7.20547  0.30
H48 -10.96908 23.25722 7.30452  0.26
H49 -11.56519 21.96749 9.47884  0.31
H50 -9.98416 22.40730 10.04781  0.30
H51 -9.78471 20.06852 6.87847  -0.07
H52 -10.77607 21.34062 6.52914  0.26
H53 -11.36602 19.94387 7.51976  0.08
H54 -12.21670 24.10887 9.26455  0.32
H55 -10.90279 24.89197 9.76331  0.31
C21 -5.39587 15.38990 9.72598  1.88
C22 -5.58930 16.75875 9.03710  -0.36
C23 -6.87845 17.50111 9.38451  0.77
O6 -8.01143 16.73817 9.00253  0.64
C24 -9.13843 17.49645 8.61887  2.39
N6 -4.41381 17.56249 9.37572  2.01
H56 -6.18573 14.70054 9.40280  -0.65
H57 -5.52949 15.50651 10.80583  -0.62
H58 -4.47300 14.84464 9.53082  -0.48
H59 -5.62082 16.63089 7.95104  -0.38
H60 -6.93048 18.45484 8.84165  0.02
H61 -6.97077 17.76014 10.44853  -0.72
H62 -9.91863 16.88402 8.17958  -1.19
H63 -8.84690 18.22644 7.84762  0.08
H64 -9.43178 18.10732 9.47833  -1.35
H65 -4.40815 18.43808 8.84108  -0.89
H66 -4.46234 17.78891 10.36553  -0.20
C25 -2.71309 20.97465 8.96699  -0.84
C26 -3.28472 20.45730 7.66008  0.21
C27 -2.36209 19.33473 7.13999  -0.43
O7 -1.07287 19.82234 6.86115  -0.47
C28 -0.19297 18.92314 6.26245  -0.76
N7 -4.67872 20.05192 7.83872  -0.41
H67 -3.25115 21.78872 9.46326  0.31
H68 -1.63635 21.12521 9.01501  0.55
H69 -2.88051 20.22380 9.75611  -0.25
H70 -3.14965 21.20612 6.86696  0.59
H71 -2.79194 18.90220 6.22555  0.71
H72 -2.27292 18.50172 7.84989  -0.06
H73 -0.60272 18.59593 5.29605  0.45
H74 0.00988 18.04906 6.89544  0.14
H75 0.74088 19.44697 6.05806  0.39
H76 -5.00069 19.79694 6.90267  -0.27
H77 -5.14724 20.93460 8.05837  -0.03
C29 -12.72326 13.96827 7.74604  -0.53
C30 -13.34800 13.75662 6.36982  -0.09
O8 -14.59497 13.07568 6.51497  -0.56
O9 -11.64792 14.91379 7.67199  -0.26
H78 -12.39567 13.02778 8.19224  0.44
H79 -13.44958 14.42426 8.42306  0.26
H80 -12.76537 13.09186 5.72299  0.24
H81 -13.53936 14.75066 5.95421  0.06
H82 -15.20556 13.43900 5.87248  0.33
H83 -11.53171 15.33055 8.54993  0.09
C31 -8.60212 14.73914 12.11979  0.30
C32 -7.51615 13.67042 12.12977  0.49
O10 -7.85382 12.61073 12.99149  -0.67
O11 -9.84108 14.24021 11.64005  -0.54
H84 -8.29494 15.53744 11.44109  -0.39
H85 -8.72958 15.18461 13.11070  0.33
H86 -6.55253 14.08578 12.45645  0.09
H87 -7.27640 13.46450 11.07748  -0.54
H88 -7.10364 11.94653 12.97014  0.46
H89 -10.20290 13.61505 12.27868  0.31
C33 -7.74282 14.61383 6.50099  0.93
C34 -8.40169 13.76279 7.55736  -0.36
O12 -7.59296 12.69286 8.03434  -0.59
O13 -7.45105 13.87849 5.32944  -0.74
H90 -6.79988 14.96170 6.95366  -0.40
H91 -8.36289 15.47960 6.27022  -0.23
H92 -9.36539 13.43066 7.14556  0.41
H93 -8.76099 14.41462 8.36367  -0.08
H94 -8.05609 12.34921 8.80490  0.32
H95 -6.90048 13.15081 5.67385  0.58
C35 -11.67687 16.82784 4.48597  -0.47
C36 -11.69372 17.74868 5.70743  0.35
O14 -12.61784 17.29601 6.68870  -0.53
O15 -12.87852 16.99304 3.73394  -0.62
H96 -11.56316 15.78796 4.80180  0.23
H97 -10.88957 17.11261 3.78740  0.30
H98 -11.77237 18.81011 5.48671  0.50
H99 -10.65833 17.66566 6.07835  -0.34
H100 -12.22882 16.45844 7.03453  0.21
H101 -13.61816 16.63366 4.23302  0.34
C37 -12.59096 18.13312 10.09421  0.02
C38 -12.20871 16.90792 10.89089  -0.05
O16 -11.37130 15.97445 10.19750  -0.23
O17 -13.71260 17.91918 9.24147  -0.66
H102 -11.79157 18.48115 9.42659  -0.39
H103 -12.70581 19.04354 10.68592  0.42
H104 -13.07819 16.32073 11.20149  0.46
H105 -11.61397 17.15825 11.77525  -0.20
H106 -10.82359 15.44988 10.80473  0.15
H107 -13.38246 17.77488 8.33938  0.58
C39 -4.35880 12.76838 6.55264  1.28
C40 -3.18798 12.34497 5.69814  -0.26
O18 -2.73792 11.03132 6.06175  -0.56
O19 -5.56294 12.07180 6.24350  -0.75
H108 -4.50957 13.85726 6.52234  -0.23
H109 -4.11495 12.60380 7.61133  -0.42
H110 -2.33412 13.00523 5.87876  -0.08
H111 -3.40340 12.30266 4.63362  0.38
H112 -2.45226 11.03377 6.97960  0.30
H113 -6.06389 12.12249 7.07926  0.34
C41 -6.47153 18.27333 5.31649  0.27
C42 -7.68601 18.33449 4.45586  -0.67
O20 -8.58998 19.36406 4.89067  -0.44
O21 -5.60399 19.37736 5.00749  -0.63
H114 -5.95644 17.31542 5.27971  0.35
H115 -6.74156 18.38981 6.37582  -0.25
H116 -8.18808 17.35908 4.39664  0.28
H117 -7.46539 18.50843 3.39823  0.51
H118 -9.21653 19.49182 4.17245  0.26
H119 -6.11775 20.17601 5.18206  0.34
C43 -6.52735 21.02312 10.95364  0.23
C44 -6.37525 22.47932 10.54931  -0.85
O22 -6.27842 22.55488 9.11732  -0.46
O23 -5.25150 20.39526 10.93607  -0.25
H120 -7.23580 20.49120 10.31109  -0.15
H121 -6.92734 20.93120 11.96373  0.17
H122 -5.47832 22.93523 10.98032  0.41
H123 -7.22164 23.09223 10.88601  0.46
H124 -6.13681 23.48684 8.92006  0.25
H125 -4.99731 20.31635 10.00240  -0.20

* LUMO energy: 0.332 eV
* HOMO level: -8.942 eV
* spin multiplicity: 1
* calculated total energy: -3864.9736 hartree
* energy above the lowest of the compared OMol25 structures with the same formula, charge and spin: 0.000 eV

=====

(4)
Below is a structure of composition C2H4O2S at a distorted geometry, with properties calculated with the ωB97M-V functional and the def2-TZVPD basis.

Each line ends with the Mulliken charge.
Geometry (Å):
C1 0.74495 0.32100 0.02523  -0.25
C2 -0.32588 -0.74812 -0.07099  -0.48
O1 0.96959 -2.12970 -1.95617  -0.51
O2 1.95183 -0.63517 -0.09929  -0.36
S1 1.01243 -1.97356 -0.52397  0.54
H1 0.77085 0.99797 -0.82772  0.21
H2 0.84389 0.86490 0.95963  0.25
H3 -0.80458 -0.98712 0.87370  0.29
H4 -1.06120 -0.60369 -0.85582  0.30

* LUMO energy: 0.663 eV
* HOMO level: -9.573 eV
* spin multiplicity: 1
* calculated total energy: -627.2125 hartree
* energy above the lowest of the compared OMol25 structures with the same formula, charge and spin: 1.949 eV

=====

What is the formula in the fourth record? C2H4O2S

=====

Which formula does entry 4 have? C2H4O2S

=====

What is the spin multiplicity in the fourth record? 1